Here is a 15-piece molecular cluster, C20H70N8O15 overall from the OMol25 dataset. Energies are from ωB97M-V/def2-TZVPD.

```
113
Properties=species:S:1:pos:R:3:forces:R:3
C -4.722735 -1.516159 -2.379823 -1.7 0.9 -0.8
C -4.812735 -0.146159 -1.658823 1.1 -2.7 -1.7
O -3.583735 -0.053159 -0.928823 0.0 2.1 -2.1
H -5.690735 -1.766159 -2.797823 -0.4 -0.1 -0.1
H -4.430735 -2.304159 -1.776823 0.2 -1.5 2.0
H -4.031735 -1.664159 -3.176823 0.7 1.0 -0.9
H -5.641735 -0.198159 -0.984823 -0.6 0.6 0.3
H -4.904735 0.564841 -2.495823 0.1 0.5 1.1
H -3.687735 -0.534159 -0.148823 0.1 -1.4 2.1
C -4.391735 1.952841 3.356177 -2.0 -0.8 1.9
C -4.000735 1.720841 1.973177 -0.4 -0.9 -2.6
O -2.618735 1.854841 1.728177 0.5 -0.5 1.6
H -4.014735 1.185841 4.017177 0.1 -0.2 0.4
H -5.549735 1.912841 3.466177 2.0 0.2 -0.3
H -4.034735 2.910841 3.712177 0.0 0.3 0.0
H -4.547735 2.450841 1.438177 -0.3 1.2 -1.1
H -4.401735 0.790841 1.458177 0.5 0.4 1.2
H -2.453735 2.066841 0.800177 -0.6 0.0 -0.3
C 5.248265 -4.020159 1.205177 -0.4 0.1 0.9
C 4.824265 -3.147159 -0.013823 -0.3 -0.8 0.4
O 3.430265 -2.638159 0.034177 2.3 -0.5 0.9
H 5.162265 -3.596159 2.240177 -0.2 0.3 -1.1
H 6.287265 -4.378159 1.179177 -0.1 0.4 -0.6
H 4.680265 -4.934159 1.262177 -0.5 -0.4 -0.1
H 4.850265 -3.802159 -0.907823 0.4 0.4 0.3
H 5.624265 -2.391159 -0.091823 -0.8 0.2 -0.3
H 3.392265 -1.859159 -0.559823 -0.3 -0.4 -0.1
C 2.911265 4.607841 -2.695823 -0.4 0.3 -0.6
C 3.332265 4.336841 -1.229823 -2.5 -0.2 1.2
O 2.596265 3.176841 -0.716823 0.4 0.3 -1.5
H 3.419265 5.482841 -3.137823 0.3 -0.4 0.4
H 1.828265 4.851841 -2.930823 1.0 -0.5 1.2
H 3.106265 3.729841 -3.326823 0.3 0.5 0.1
H 2.997265 5.187841 -0.588823 0.6 -0.3 -0.5
H 4.381265 4.122841 -1.054823 0.3 0.4 -0.5
H 2.454265 3.145841 0.269177 0.6 0.4 0.1
C -1.476735 -0.896159 3.738177 -1.4 -1.9 2.8
C -1.562735 0.184841 4.767177 1.6 0.8 -1.4
O -0.430735 0.255841 5.611177 0.7 -0.6 -0.7
H -0.767735 -0.955159 3.028177 3.6 0.4 -1.8
H -2.256735 -0.802159 3.057177 -2.3 0.2 -0.8
H -1.552735 -1.919159 4.194177 0.1 0.9 -0.3
H -2.408735 -0.020159 5.293177 -2.5 -0.7 1.9
H -1.798735 1.127841 4.278177 0.5 0.5 -0.1
H -0.612735 0.725841 6.414177 -0.3 0.4 0.4
C 0.972265 -3.638159 -2.229823 -1.3 5.1 -1.6
O 0.776265 -2.300159 -2.305823 1.1 -5.5 0.3
N 1.765265 -4.275159 -1.450823 3.2 -2.5 3.4
N 0.377265 -4.457159 -3.088823 -3.5 1.3 -3.3
H 2.365265 -3.765159 -0.806823 0.0 0.4 0.2
H 1.956265 -5.320159 -1.427823 -0.9 2.2 -0.5
H -0.391735 -3.975159 -3.602823 1.1 -0.6 0.5
H 0.193265 -5.430159 -2.998823 0.4 -0.5 0.6
C -3.501735 3.793841 -0.786823 -4.4 0.4 -4.1
O -4.802735 3.889841 -1.158823 5.9 -0.7 2.7
N -2.797735 2.634841 -0.801823 -1.0 -1.9 -0.5
N -2.714735 4.882841 -0.706823 1.6 -0.6 0.7
H -3.295735 1.775841 -1.182823 1.0 1.6 1.0
H -1.788735 2.653841 -0.951823 -0.2 0.0 -0.3
H -3.213735 5.713841 -0.793823 -0.5 1.7 -0.2
H -1.670735 4.860841 -0.802823 -1.9 0.0 0.2
C 1.007265 1.534841 -3.226823 -8.9 1.3 3.1
O 0.195265 2.207841 -2.332823 3.5 -2.8 -4.7
N 0.537265 0.691841 -4.191823 2.0 -0.4 -0.1
N 2.266265 1.516841 -3.112823 4.9 0.9 2.1
H -0.436735 0.722841 -4.307823 -1.0 -0.8 -0.1
H 1.103265 -0.195159 -4.357823 -1.6 1.8 0.3
H 2.542265 2.030841 -2.249823 0.4 0.1 -0.6
H 2.824265 1.481841 -3.946823 0.3 0.0 0.1
C 1.234265 2.351841 2.278177 5.0 3.6 -1.9
O 2.487265 2.928841 1.894177 -5.9 -2.7 1.6
N 0.049265 2.915841 1.942177 0.7 1.4 -1.2
N 1.172265 1.285841 3.029177 -0.4 -1.4 0.9
H -0.022735 3.714841 1.262177 0.5 -1.6 1.2
H -0.731735 2.301841 2.025177 -0.9 0.1 0.1
H 2.008265 0.799841 3.395177 -0.4 0.7 -0.2
H 0.283265 0.860841 3.340177 0.8 0.8 -0.4
C 4.155265 0.198841 -0.931823 1.0 -0.5 -1.2
O 3.321265 -0.740159 -1.763823 1.7 1.9 1.3
H 3.584265 0.791841 -0.224823 -0.2 -0.3 0.2
H 4.739265 0.910841 -1.546823 -0.7 -0.2 -0.3
H 5.007265 -0.345159 -0.472823 -1.1 -0.1 0.1
H 2.855265 -0.112159 -2.340823 -0.4 -0.4 0.0
C -2.565735 1.280841 -3.799823 0.9 0.3 -0.1
O -2.133735 0.042841 -3.300823 0.1 -1.2 0.1
H -2.035735 1.568841 -4.734823 0.2 -0.4 0.6
H -2.359735 2.050841 -3.067823 -0.3 0.4 -0.2
H -3.563735 1.241841 -4.145823 -1.5 0.1 0.0
H -2.581735 -0.249159 -2.465823 0.6 0.9 -0.9
C 3.164265 -0.977159 2.578177 2.0 -0.6 -2.4
O 3.111265 -0.276159 3.764177 -0.3 1.6 0.8
H 2.592265 -0.574159 1.683177 0.7 0.4 1.5
H 2.694265 -1.908159 2.704177 -0.2 -1.7 0.1
H 4.266265 -1.096159 2.278177 -1.6 -0.1 0.1
H 3.490265 -0.731159 4.512177 0.1 -0.4 0.0
C -1.826735 -3.180159 -0.530823 -0.1 0.2 -0.4
O -1.846735 -2.416159 0.669177 -1.2 -0.6 -0.4
H -1.785735 -2.533159 -1.418823 0.4 -0.1 0.2
H -2.720735 -3.768159 -0.663823 -0.4 -0.3 0.5
H -0.965735 -3.846159 -0.495823 0.1 -0.2 -0.3
H -0.991735 -1.985159 0.572177 0.9 0.9 0.3
C 0.441265 -3.488159 2.304177 2.2 -2.8 -2.8
O -0.702735 -4.265159 2.394177 -1.7 -0.1 1.6
H 0.543265 -2.509159 2.676177 -0.9 1.4 0.6
H 0.523265 -3.519159 1.167177 1.5 0.9 1.3
H 1.311265 -4.048159 2.782177 -1.0 0.4 -0.7
H -1.381735 -3.787159 1.880177 0.2 -0.1 0.3
C -0.018735 0.201841 -0.112823 0.9 0.1 -2.9
O 0.382265 -1.147159 0.027177 1.1 0.3 1.0
H -0.612735 0.203841 -1.068823 0.5 0.8 0.8
H 0.764265 1.029841 -0.097823 -0.5 -1.4 -0.4
H -0.625735 0.395841 0.690177 -1.8 0.5 2.0
H 0.887265 -1.418159 -0.758823 -0.3 -0.3 -0.3
```
Positions in Å, forces in eV/Å.

Values from the calculation:
HOMO = -8.971 eV
Kohn-Sham gap = 9.4004 eV
spin multiplicity = 1
E = -64503.5918 eV
ΔE to the lowest compared entry with this formula, charge and spin = 119.1 kJ/mol
net charge = 0
LUMO level = 0.429 eV